Entry 1:
{
  "formula": "C14H38N2O7Rb",
  "method": "wB97M-V/def2-TZVPD",
  "species": ["Rb", "C", "O", "C", "C", "N", "C", "C", "O", "C", "H", "H", "H", "H", "H", "H", "H", "H", "H", "H", "H", "H", "H", "H", "H", "C", "O", "C", "C", "N", "C", "C", "O", "C", "H", "H", "H", "H", "H", "H", "H", "H", "H", "H", "H", "H", "H", "H", "H", "O", "H", "H", "C", "C", "O", "O", "H", "H", "H", "H", "H", "H"],
  "coordinates": [[-1.220, 1.146, 1.533], [3.940, 2.750, 1.508], [3.596, 2.586, 0.160], [2.432, 1.796, -0.041], [2.324, 0.489, 0.735], [1.101, -0.245, 0.424], [1.238, -1.670, 0.787], [-0.018, -2.480, 0.474], [-1.138, -2.102, 1.263], [-2.320, -2.734, 0.789], [4.527, 1.943, 1.962], [3.143, 3.036, 2.201], [4.700, 3.536, 1.536], [2.214, 1.675, -1.101], [1.642, 2.469, 0.333], [2.371, 0.832, 1.771], [3.214, -0.112, 0.510], [0.999, -0.312, -0.593], [1.422, -1.764, 1.859], [2.044, -2.179, 0.248], [0.063, -3.568, 0.588], [-0.273, -2.422, -0.593], [-2.471, -2.493, -0.264], [-3.201, -2.324, 1.291], [-2.307, -3.780, 1.100], [-4.414, -0.172, -2.408], [-3.199, 0.556, -2.476], [-2.030, -0.130, -2.084], [-0.884, 0.217, -3.011], [0.291, -0.617, -2.760], [1.349, -0.188, -3.677], [2.673, -0.946, -3.456], [2.790, -2.026, -4.397], [4.098, -2.577, -4.377], [-5.264, 0.506, -2.464], [-4.527, -0.733, -1.477], [-4.478, -0.823, -3.283], [-2.159, -1.211, -1.968], [-1.900, 0.237, -1.041], [-0.547, 1.244, -2.861], [-1.166, 0.070, -4.058], [0.100, -1.596, -2.947], [1.568, 0.872, -3.542], [1.153, -0.297, -4.749], [2.922, -1.224, -2.427], [3.514, -0.300, -3.740], [3.960, -3.660, -4.391], [4.672, -2.361, -3.473], [4.650, -2.280, -5.270], [0.164, 2.585, 3.737], [-0.218, 3.472, 3.694], [0.374, 2.463, 4.671], [-3.581, 2.161, 4.729], [-2.996, 0.739, 4.932], [-1.751, 0.534, 4.244], [-3.690, 2.498, 3.371], [-2.914, 2.853, 5.249], [-4.552, 2.245, 5.223], [-3.676, 0.033, 4.457], [-2.792, 0.535, 5.983], [-1.092, 1.144, 4.590], [-4.472, 2.102, 2.977]],
  "forces_ev_per_angstrom": [[-0.11, -0.14, 0.09], [1.57, 0.66, 0.57], [-0.03, -1.17, -0.29], [-1.09, 1.15, 0.51], [0.89, 0.46, -0.38], [0.09, -0.71, -0.34], [-0.87, -0.55, 0.57], [-0.56, -0.48, -0.41], [-0.20, 0.92, -0.15], [-0.17, 0.48, 0.85], [-0.54, -0.61, -0.27], [-0.39, -0.05, -0.32], [-0.36, 0.34, -0.17], [0.57, -0.05, -0.19], [-0.54, -0.28, -0.07], [-0.16, -0.75, 0.26], [0.10, -0.04, 0.19], [-0.08, 0.53, -0.11], [0.19, 0.09, 0.01], [0.24, 0.20, 0.05], [0.85, 0.05, 0.37], [-0.01, 0.59, -0.09], [0.13, -0.71, -0.21], [0.26, 0.29, 0.27], [0.04, -0.26, -0.77], [0.08, -0.07, -0.37], [-0.41, 0.13, -0.37], [-0.58, 0.63, 1.09], [0.29, -0.65, 0.04], [0.44, 0.38, -0.08], [1.54, -0.69, 0.45], [0.77, 0.57, -1.50], [-0.38, 0.24, 1.23], [-0.35, -0.92, -0.24], [0.24, 0.30, -0.02], [0.19, -0.16, 0.01], [-0.09, -0.34, 0.19], [-0.15, -0.08, -0.50], [0.80, -0.36, -0.36], [-0.32, 0.11, -0.13], [-0.51, 0.37, 0.05], [-0.18, 0.02, -0.05], [-0.23, 0.09, 0.31], [-0.48, -0.15, 0.01], [-0.60, -0.39, 0.15], [-0.20, 0.55, 0.17], [0.22, -0.01, -0.17], [-0.11, 0.32, 0.00], [0.09, 0.14, 0.10], [-0.09, 0.15, 0.13], [0.09, 0.00, 0.03], [0.34, 0.17, -0.08], [0.32, -1.05, 0.82], [0.23, 0.52, -0.57], [-0.39, 0.10, -0.10], [0.52, 0.29, -0.63], [-0.01, 0.34, -0.42], [0.03, -0.15, 0.12], [-0.03, -0.26, 0.43], [-0.66, -0.10, 0.12], [-0.14, 0.00, -0.04], [-0.13, 0.01, 0.23]],
  "total_charge": 1,
  "energy_ha": -1216.19451,
  "multiplicity": 1,
  "orbital_gap_ha": 0.32693
}

Entry 2:
{
  "formula": "C5H7NO",
  "method": "wB97M-V/def2-TZVPD",
  "species": ["C", "N", "C", "O", "C", "C", "C", "H", "H", "H", "H", "H", "H", "H"],
  "coordinates": [[2.412, 0.001, 0.326], [1.263, 0.887, 0.407], [0.140, 0.340, 0.544], [-0.129, -1.036, 0.444], [-0.992, -0.588, -0.607], [-2.284, -0.209, -0.037], [-1.164, 0.812, 0.037], [2.898, 0.104, -0.655], [3.131, 0.316, 1.081], [2.171, -1.060, 0.468], [-0.531, -0.632, -1.584], [-2.633, -0.767, 0.827], [-3.054, 0.089, -0.744], [-1.227, 1.745, -0.508]],
  "forces_ev_per_angstrom": [[0.28, -0.05, 0.16], [-0.28, -0.08, 0.51], [0.41, 0.33, -0.04], [0.20, -0.03, -0.20], [-0.29, -0.18, -0.41], [-0.13, -0.09, 0.08], [0.16, 0.31, -0.13], [-0.15, 0.12, 0.21], [0.15, -0.13, -0.03], [0.06, 0.23, 0.05], [-0.67, -0.43, -0.30], [0.11, 0.12, -0.06], [0.13, 0.02, 0.18], [0.02, -0.15, 0.00]],
  "total_charge": 0,
  "energy_ha": -324.59508,
  "multiplicity": 1,
  "orbital_gap_ha": 0.37130
}

Entry 3:
{
  "formula": "C14H38N2O7",
  "method": "wB97M-V/def2-TZVPD",
  "species": ["C", "O", "C", "C", "N", "C", "C", "O", "C", "H", "H", "H", "H", "H", "H", "H", "H", "H", "H", "H", "H", "H", "H", "H", "C", "O", "C", "C", "N", "C", "C", "O", "C", "H", "H", "H", "H", "H", "H", "H", "H", "H", "H", "H", "H", "H", "H", "H", "O", "C", "C", "O", "H", "H", "H", "H", "H", "H", "O", "H", "H"],
  "coordinates": [[6.522, -1.066, 6.225], [5.335, -1.816, 6.483], [4.178, -1.030, 6.736], [2.952, -1.887, 6.496], [2.606, -2.163, 5.112], [1.644, -1.231, 4.536], [2.120, 0.186, 4.200], [0.915, 0.800, 3.715], [1.160, 2.087, 3.167], [7.145, -1.681, 5.580], [7.060, -0.854, 7.150], [6.213, -0.160, 5.701], [4.195, -0.084, 6.187], [4.212, -0.858, 7.826], [2.070, -1.463, 6.990], [3.083, -2.782, 7.119], [3.479, -2.201, 4.596], [0.769, -1.116, 5.174], [1.271, -1.691, 3.620], [2.898, 0.190, 3.431], [2.384, 0.773, 5.083], [1.734, 2.714, 3.862], [0.239, 2.576, 2.869], [1.845, 1.898, 2.329], [-5.172, 0.907, -2.869], [-4.231, 1.061, -3.889], [-2.896, 0.986, -3.443], [-1.994, 0.652, -4.618], [-2.126, -0.806, -4.911], [-1.698, -1.039, -6.282], [-1.868, -2.503, -6.739], [-3.098, -3.069, -6.421], [-4.176, -2.743, -7.260], [-5.167, -0.121, -2.483], [-6.168, 1.147, -3.239], [-5.050, 1.556, -1.992], [-2.874, 0.288, -2.595], [-2.471, 1.889, -2.973], [-0.964, 0.967, -4.470], [-2.421, 1.160, -5.493], [-3.120, -0.982, -4.815], [-0.690, -0.687, -6.494], [-2.365, -0.518, -6.993], [-1.073, -3.158, -6.374], [-1.705, -2.486, -7.829], [-3.877, -2.845, -8.310], [-4.562, -1.727, -7.103], [-4.981, -3.437, -7.024], [-0.743, 2.671, 0.054], [-0.066, 1.504, -0.468], [-0.577, 0.341, 0.357], [-1.955, 0.046, 0.150], [-0.095, 3.409, -0.026], [-0.473, 1.474, -1.487], [1.024, 1.533, -0.435], [-0.490, 0.459, 1.446], [0.048, -0.544, 0.178], [-2.323, 0.939, 0.058], [1.169, 4.605, 0.094], [2.118, 4.468, -0.009], [1.086, 5.465, 0.522]],
  "forces_ev_per_angstrom": [[-0.92, -0.48, -0.02], [0.22, -0.03, -0.86], [0.28, -0.58, 1.42], [-0.53, 0.04, 0.56], [0.20, 0.13, 0.60], [0.56, -0.20, -0.42], [-1.76, 0.04, 0.06], [0.05, 0.41, -0.06], [1.14, -0.83, 0.04], [0.10, 0.06, -0.02], [-0.01, 0.24, 0.03], [0.49, 0.24, 0.01], [-0.02, -0.07, -0.07], [-0.25, 0.65, -0.16], [0.14, 0.48, -0.18], [0.30, -0.30, -0.58], [-0.23, -0.10, -0.33], [0.10, -0.21, 0.26], [-0.01, 0.19, -0.14], [0.18, 0.08, 0.05], [0.62, -0.21, 0.07], [-0.28, 0.08, 0.19], [-0.07, -0.19, -0.09], [-0.30, 0.57, -0.39], [-0.62, -0.23, 0.75], [0.11, 0.67, -0.36], [0.86, 0.18, 0.86], [-1.37, -1.42, -0.09], [1.16, 1.02, 0.07], [-1.55, -0.97, -0.57], [1.22, 0.51, -0.47], [-0.23, -0.30, 0.52], [0.01, 0.16, -0.14], [-0.04, -0.02, -0.08], [0.11, -0.17, -0.34], [0.49, 0.18, -0.20], [0.43, -0.54, -0.42], [-0.77, 0.52, -0.25], [0.08, -0.19, 0.10], [0.24, 0.59, 0.11], [0.03, -0.39, -0.21], [0.14, -0.07, 0.31], [0.15, 0.53, 0.09], [-0.24, 0.02, 0.48], [-0.21, -0.07, -0.03], [-0.16, -0.03, -0.01], [0.14, 0.04, 0.03], [0.04, -0.04, -0.11], [1.31, 0.47, 0.03], [-1.82, 0.36, 0.56], [0.49, -1.12, 0.71], [0.19, 0.70, -0.73], [-0.79, -0.44, 0.21], [0.70, -0.78, -0.18], [-0.03, 0.31, -0.01], [0.52, 0.75, -0.22], [-0.44, -0.11, -0.47], [-0.39, -0.36, 0.12], [0.45, 0.37, 0.04], [-0.11, -0.04, -0.02], [-0.09, -0.10, -0.04]],
  "total_charge": 0,
  "energy_ha": -1192.24678,
  "multiplicity": 1,
  "orbital_gap_ha": 0.31930
}

Entry 4:
{
  "formula": "C5H11NO",
  "method": "wB97M-V/def2-TZVPD",
  "species": ["C", "C", "N", "C", "C", "C", "O", "H", "H", "H", "H", "H", "H", "H", "H", "H", "H", "H"],
  "coordinates": [[1.153, 1.100, -1.113], [1.153, 0.034, 0.000], [-0.049, -0.082, 0.808], [-0.428, 1.197, 1.457], [-1.176, -0.724, 0.284], [-1.016, -1.960, -0.522], [-2.282, -0.280, 0.508], [2.038, 0.924, -1.730], [0.313, 0.895, -1.778], [1.247, 2.103, -0.707], [1.990, 0.163, 0.689], [1.357, -0.896, -0.525], [-1.123, 1.001, 2.257], [-0.787, 1.910, 0.722], [0.514, 1.566, 1.876], [-0.128, -1.988, -1.147], [-0.900, -2.860, 0.084], [-1.876, -2.104, -1.164]],
  "forces_ev_per_angstrom": [[0.48, -0.76, 0.40], [0.69, -0.32, -0.34], [-1.18, 0.51, -0.51], [1.51, -0.76, -0.09], [0.28, 0.66, 0.25], [0.64, -0.99, -0.63], [-0.36, -0.12, 0.17], [0.09, 0.07, 0.11], [-0.26, 0.61, 0.13], [-0.52, 0.17, -0.27], [0.04, 0.21, -0.09], [-0.12, -0.27, 0.36], [-0.32, 0.15, 0.00], [-0.37, 0.12, 0.11], [-0.21, 0.21, 0.12], [0.03, 0.26, -0.14], [-0.22, 0.14, 0.37], [-0.22, 0.10, 0.06]],
  "total_charge": 0,
  "energy_ha": -327.10511,
  "multiplicity": 1,
  "orbital_gap_ha": 0.37562
}

Entry 5:
{
  "formula": "CHN5O",
  "method": "wB97M-V/def2-TZVPD",
  "species": ["C", "N", "N", "N", "N", "N", "O", "H"],
  "coordinates": [[0.407, -1.090, -0.066], [-0.065, -2.541, -1.616], [-0.280, -1.234, -1.225], [1.068, -2.226, 0.218], [0.715, -3.123, -0.748], [0.592, 0.198, 0.445], [0.714, 0.305, 1.780], [-0.320, 0.860, 0.067]],
  "forces_ev_per_angstrom": [[0.00, -0.46, -2.25], [0.00, 1.08, 0.70], [-0.19, -1.26, -0.09], [-0.15, -0.19, 0.65], [-0.10, 1.09, 0.03], [-2.40, 1.80, -1.78], [0.25, 0.31, 1.89], [2.59, -2.36, 0.84]],
  "total_charge": -2,
  "energy_ha": -387.54672,
  "multiplicity": 1,
  "orbital_gap_ha": 0.20980
}

no.,LUMO (eV)
1,-2.7285
2,1.0052
3,0.0707
4,0.9505
5,8.3096